Density functional theory data (the ωB97M-V functional and the def2-TZVPD basis) for a 4-piece molecular cluster, C31H67N4O15P3S overall at a distorted geometry.

XYZ file:
```
121
Properties=species:S:1:pos:R:3:lowdin_charge:R:1
C 6.009 -1.436 1.349 -0.113
C 4.917 -2.559 1.013 -0.241
C 4.441 -2.509 -0.508 -0.206
C 3.022 -1.832 -0.588 -0.198
C 2.133 -2.344 -1.796 -0.177
C 0.616 -2.025 -1.473 -0.130
C -0.057 -0.969 -2.417 -0.462
C -0.433 -1.663 -3.822 -0.107
O -1.637 -1.084 -4.393 -0.117
N -1.328 -0.559 -5.648 -0.041
O -1.487 0.605 -5.668 0.072
C 0.851 0.264 -2.780 -0.381
S 0.825 1.611 -1.522 0.882
C 2.496 2.367 -1.292 -0.478
C 3.025 1.943 0.164 -0.173
O -1.291 -0.417 -1.917 -0.148
C -2.084 -1.380 -1.233 -0.147
C -3.573 -0.814 -1.071 -0.308
N -3.689 0.620 -1.327 -0.016
C -3.577 1.461 -0.123 -0.226
C -2.136 1.496 0.510 -0.188
C -2.136 2.240 1.926 -0.240
C -1.759 3.769 1.833 -0.117
N -4.178 -1.284 0.207 0.040
C -5.593 -1.502 0.064 -0.209
C -6.499 -0.375 -0.266 0.018
C -7.888 -0.804 -0.405 -0.065
C -8.368 -2.159 -0.247 -0.166
N -7.517 -3.158 0.094 0.030
C -6.227 -2.799 0.229 -0.128
H 6.914 -1.901 1.851 0.051
H 5.603 -0.711 2.110 0.066
H 6.267 -0.861 0.428 0.060
H 4.067 -2.353 1.723 0.091
H 5.291 -3.579 1.304 0.098
H 5.230 -2.001 -1.115 0.101
H 4.386 -3.575 -0.848 0.099
H 2.474 -2.147 0.345 0.108
H 3.104 -0.719 -0.539 0.092
H 2.487 -1.981 -2.791 0.105
H 2.256 -3.462 -1.795 0.109
H 0.073 -3.010 -1.468 0.118
H 0.569 -1.594 -0.433 0.120
H 0.401 -1.489 -4.561 0.129
H -0.530 -2.767 -3.672 0.126
H 0.417 0.703 -3.723 0.072
H 1.909 0.007 -3.025 0.084
H 2.332 3.479 -1.305 0.059
H 3.205 2.031 -2.084 0.071
H 3.907 1.268 0.018 0.051
H 2.221 1.324 0.647 0.044
H 3.255 2.828 0.805 0.069
H -2.088 -2.368 -1.769 0.133
H -1.709 -1.504 -0.171 0.119
H -4.154 -1.322 -1.900 0.154
H -4.525 0.825 -1.868 0.101
H -4.376 1.262 0.655 0.097
H -3.778 2.520 -0.464 0.129
H -1.520 2.143 -0.160 0.057
H -1.699 0.489 0.698 0.094
H -1.307 1.744 2.509 0.097
H -3.071 2.029 2.506 0.101
H -1.344 4.069 0.837 0.072
H -2.693 4.364 2.022 0.065
H -1.054 4.055 2.661 0.069
H -3.726 -2.150 0.509 0.112
H -6.155 0.669 -0.385 0.091
H -8.643 -0.021 -0.666 0.098
H -9.444 -2.386 -0.404 0.105
H -5.528 -3.632 0.513 0.115
C -8.579 -6.047 5.988 -0.137
O -8.551 -4.789 6.687 -0.253
P -8.344 -3.372 5.757 0.650
O -7.447 -2.698 6.752 -0.249
O -9.901 -2.923 6.018 -0.248
C -10.956 -3.830 5.720 -0.125
O -8.179 -2.154 4.571 -0.235
C -7.864 -2.624 3.252 -0.149
H -7.799 -6.695 6.389 0.085
H -9.553 -6.517 6.154 0.082
H -8.425 -5.919 4.915 0.073
H -11.204 -4.408 6.612 0.088
H -10.687 -4.510 4.907 0.076
H -11.836 -3.261 5.422 0.088
H -8.643 -3.300 2.892 0.076
H -6.901 -3.142 3.259 0.081
H -7.801 -1.767 2.583 0.073
C 0.617 4.598 -5.493 -0.133
O 0.487 4.783 -4.071 -0.263
P 0.420 6.389 -3.482 0.671
O 1.253 6.051 -2.275 -0.253
O -1.168 6.219 -3.107 -0.248
C -2.094 5.832 -4.116 -0.119
O 0.343 8.050 -3.073 -0.245
C 0.654 8.958 -4.136 -0.146
H 1.509 4.004 -5.695 0.084
H -0.261 4.056 -5.856 0.083
H 0.689 5.549 -6.022 0.071
H -2.203 4.745 -4.113 0.090
H -1.775 6.164 -5.107 0.077
H -3.064 6.276 -3.894 0.089
H -0.036 8.817 -4.974 0.076
H 1.682 8.803 -4.476 0.081
H 0.554 9.977 -3.764 0.086
C 11.308 0.735 0.329 -0.135
O 10.442 0.195 1.344 -0.250
P 10.752 -1.393 1.887 0.662
O 9.304 -1.771 1.996 -0.244
O 11.288 -0.825 3.329 -0.246
C 12.316 0.159 3.363 -0.121
O 11.330 -2.951 2.291 -0.239
C 12.329 -3.482 1.412 -0.142
H 10.707 1.036 -0.529 0.086
H 11.816 1.615 0.734 0.083
H 12.057 0.010 0.007 0.073
H 11.867 1.154 3.387 0.090
H 12.981 0.079 2.500 0.076
H 12.904 0.023 4.270 0.090
H 13.205 -2.827 1.389 0.076
H 11.924 -3.589 0.402 0.082
H 12.630 -4.462 1.779 0.086
```

Values from the calculation:
SMILES: CCCCCC[C@](CON=O)(CSCC)OC[C@H](NCCCC)Nc1cccnc1.COP(=O)(OC)OC.COP(=O)(OC)OC.COP(=O)(OC)OC
HOMO-LUMO gap, eV: 5.578
Multiplicity: 1
E, hartree: -3990.790095
LUMO energy, eV: -2.32